(1)
Computed, not measured: C36H51FN4O3PSi2Sr as an isolated structure, with wB97M-V/def2-TZVPD.

Values from the calculation:
net charge = +1
E_tot = -2898.01496 Eh
energy above the lowest of the compared OMol25 structures with the same formula, charge and spin = 10.0 kJ/mol
highest occupied orbital energy = -8.16 eV
Kohn-Sham gap = 4.82 eV

Geometry as XYZ:
```
99
C36H51FN4O3PSi2Sr (wB97M-V/def2-TZVPD)
Sr -2.227 0.903 -0.089
C 3.191 -2.571 5.001
C 3.014 -1.061 4.932
N 2.333 -0.632 3.707
C 0.997 -0.400 3.747
C 0.225 -0.059 2.685
C -1.255 0.175 2.963
O -1.742 -0.409 3.916
O -1.830 0.998 2.161
C 0.817 0.002 1.381
O 0.219 0.203 0.315
C 2.268 -0.241 1.339
C 2.920 -0.162 0.105
C 4.261 -0.389 0.036
F 4.909 -0.278 -1.150
C 5.009 -0.730 1.167
C 4.370 -0.808 2.386
C 2.993 -0.557 2.494
N 6.415 -0.984 1.103
C 6.851 -1.948 0.109
C 8.252 -2.412 0.451
N 9.158 -1.205 0.465
C 8.670 -0.146 1.423
C 7.240 0.213 1.072
H 3.696 -2.847 5.927
H 3.779 -2.945 4.162
H 2.220 -3.066 4.981
H 3.967 -0.539 5.009
H 2.404 -0.714 5.763
H 0.515 -0.512 4.711
H 2.341 0.087 -0.779
H 4.958 -1.095 3.245
H 6.843 -1.540 -0.913
H 6.188 -2.811 0.117
H 8.645 -3.113 -0.283
H 8.294 -2.850 1.446
H 9.187 -0.808 -0.477
H 10.112 -1.479 0.699
H 9.341 0.707 1.346
H 8.729 -0.578 2.420
H 7.214 0.710 0.088
H 6.877 0.928 1.807
C -3.366 -2.449 0.952
Si -4.358 -1.820 -0.513
C -5.838 -2.947 -0.709
C -3.259 -2.105 -2.024
C -4.673 -0.032 -0.394
C -4.939 0.591 -1.713
C -6.165 0.435 -2.398
C -6.358 0.978 -3.646
C -5.318 1.686 -4.242
C -4.150 1.817 -3.532
N -3.946 1.314 -2.303
Si -5.691 0.665 0.957
C -7.546 0.481 0.727
C -5.298 -0.099 2.614
C -5.323 2.510 1.057
H -3.103 -3.501 0.799
H -3.914 -2.372 1.892
H -2.424 -1.903 1.097
H -5.531 -3.996 -0.771
H -6.396 -2.707 -1.618
H -6.521 -2.845 0.139
H -3.115 -3.175 -2.203
H -2.259 -1.670 -1.900
H -3.699 -1.669 -2.926
H -6.946 -0.138 -1.915
H -7.300 0.844 -4.164
H -5.410 2.119 -5.228
H -3.318 2.345 -3.987
H -7.798 -0.553 0.475
H -7.940 1.127 -0.062
H -8.067 0.734 1.656
H -5.721 -1.105 2.691
H -5.765 0.508 3.396
H -4.229 -0.151 2.832
H -5.405 2.988 0.075
H -4.312 2.687 1.448
H -6.012 3.021 1.736
C 1.355 4.285 -1.689
P -0.131 3.216 -1.673
C -1.233 4.174 -2.790
C 0.373 1.805 -2.728
C -0.609 0.907 -3.159
C -0.271 -0.239 -3.865
C 1.062 -0.517 -4.141
C 2.046 0.366 -3.718
C 1.706 1.518 -3.019
H 2.154 3.853 -1.085
H 1.088 5.242 -1.241
H 1.714 4.452 -2.705
H -0.829 4.271 -3.798
H -1.366 5.167 -2.357
H -2.217 3.713 -2.829
H -1.659 1.111 -2.970
H -1.050 -0.914 -4.195
H 1.329 -1.411 -4.688
H 3.087 0.161 -3.936
H 2.493 2.190 -2.697
```



(2)
Computed, not measured: C36H51IN2OS2Si3Sn as an isolated structure in a non-equilibrium geometry, with wB97M-V/def2-TZVPD.

Values from the calculation:
net charge = -2
E_tot = -3764.16324 Eh
energy above the lowest of the compared OMol25 structures with the same formula, charge and spin = 0.0 kJ/mol
highest occupied orbital energy = -1.00 eV
Kohn-Sham gap = 5.17 eV

Geometry as XYZ:
```
97
C36H51IN2OS2Si3Sn (wB97M-V/def2-TZVPD)
Sn -0.974 0.509 -0.037
C -0.216 0.497 -3.631
N -1.438 0.988 -3.022
C -2.649 0.320 -3.464
C -2.644 -1.184 -3.216
N -2.754 -1.502 -1.811
C -2.173 -2.803 -1.522
C -4.013 -1.314 -1.185
C -5.221 -1.218 -1.863
C -6.432 -1.092 -1.197
C -6.459 -1.066 0.185
C -5.266 -1.127 0.880
C -4.041 -1.216 0.222
S -2.601 -1.216 1.200
C -1.639 2.391 -3.111
C -1.224 3.117 -4.215
C -1.409 4.485 -4.293
C -2.051 5.133 -3.251
C -2.505 4.418 -2.162
C -2.308 3.041 -2.059
S -2.910 2.201 -0.654
H -0.324 0.294 -4.707
H 0.088 -0.415 -3.118
H 0.575 1.232 -3.491
H -2.807 0.495 -4.547
H -3.484 0.771 -2.921
H -1.693 -1.592 -3.567
H -3.442 -1.648 -3.828
H -2.635 -3.604 -2.125
H -2.314 -3.032 -0.471
H -1.104 -2.767 -1.710
H -5.242 -1.244 -2.945
H -7.350 -1.022 -1.770
H -7.397 -0.971 0.719
H -5.253 -1.068 1.959
H -0.743 2.599 -5.034
H -1.066 5.032 -5.164
H -2.176 6.208 -3.285
H -3.008 4.925 -1.351
C 1.454 -2.901 -2.859
O 1.216 -2.228 -1.676
Si 1.733 -2.765 -0.170
C 3.223 -3.960 -0.524
C 0.417 -4.039 0.401
C 2.090 -1.276 0.877
Si 1.821 -1.608 2.698
C 0.025 -1.938 3.267
C 2.794 -3.134 3.403
C 2.365 -0.193 3.875
Si 3.663 -0.385 0.411
C 3.888 -0.120 -1.483
C 3.852 1.354 1.215
C 5.355 -1.206 0.927
H 2.469 -2.703 -3.229
H 0.744 -2.560 -3.620
H 1.341 -3.986 -2.749
H 2.971 -4.839 -1.116
H 3.628 -4.307 0.424
H 4.020 -3.432 -1.041
H 0.150 -4.759 -0.371
H -0.493 -3.534 0.699
H 0.774 -4.593 1.262
H -0.428 -2.750 2.713
H -0.592 -1.063 3.092
H -0.042 -2.184 4.327
H 2.335 -4.060 3.072
H 2.835 -3.153 4.490
H 3.815 -3.129 3.033
H 1.873 0.736 3.611
H 3.435 -0.023 3.833
H 2.102 -0.417 4.907
H 3.117 0.531 -1.880
H 3.800 -1.069 -2.001
H 4.851 0.315 -1.745
H 4.155 2.123 0.507
H 4.581 1.345 2.023
H 2.906 1.653 1.649
H 5.408 -2.234 0.575
H 5.422 -1.238 2.012
H 6.240 -0.685 0.558
I 1.157 2.928 -0.763
C 1.148 3.463 1.292
C 2.066 4.421 1.637
C 2.128 4.908 2.946
C 1.233 4.446 3.865
C 0.277 3.471 3.521
C -0.661 3.069 4.488
C -1.644 2.181 4.159
C -1.653 1.602 2.888
C -0.725 1.886 1.901
C 0.227 2.905 2.204
H 2.753 4.803 0.897
H 2.869 5.651 3.209
H 1.226 4.834 4.877
H -0.578 3.494 5.480
H -2.399 1.906 4.885
H -2.437 0.888 2.678
```



(3)
Computed, not measured: C36H52CdN7P2Si2 as an isolated structure, with wB97M-V/def2-TZVPD.

Values from the calculation:
net charge = -1
E_tot = -3215.89522 Eh
energy above the lowest of the compared OMol25 structures with the same formula, charge and spin = 52.5 kJ/mol
highest occupied orbital energy = -3.80 eV
Kohn-Sham gap = 6.07 eV

Geometry as XYZ:
```
100
C36H52CdN7P2Si2 (wB97M-V/def2-TZVPD)
Cd -0.139 -0.783 1.566
C 4.015 -1.452 -2.298
Si 2.695 -1.869 -1.005
C 1.605 -3.154 -1.833
C 3.672 -2.707 0.388
N 1.708 -0.601 -0.477
P 1.834 0.848 0.187
C 0.495 1.472 0.987
P -0.940 1.632 0.116
N -2.039 0.494 0.423
Si -3.651 0.461 0.926
C -3.933 -1.034 2.049
C -4.291 1.902 1.961
C -4.838 0.350 -0.550
C -0.743 1.734 -1.707
C -0.910 0.574 -2.460
C -0.699 0.585 -3.831
C -0.323 1.760 -4.469
C -0.137 2.917 -3.725
C -0.335 2.899 -2.352
C -1.676 3.275 0.505
C -2.670 3.854 -0.280
C -3.253 5.058 0.086
C -2.859 5.692 1.258
C -1.872 5.121 2.049
C -1.279 3.924 1.670
C 3.184 0.809 1.448
C 2.888 0.872 2.805
C 3.895 0.740 3.754
C 5.212 0.562 3.356
C 5.520 0.516 2.002
C 4.510 0.633 1.060
C 2.557 2.040 -1.012
C 2.727 1.725 -2.352
C 3.245 2.660 -3.242
C 3.593 3.924 -2.794
C 3.409 4.256 -1.454
C 2.890 3.322 -0.574
H 4.673 -2.316 -2.438
H 4.635 -0.603 -2.005
H 3.566 -1.215 -3.266
H 2.088 -4.131 -1.911
H 1.336 -2.823 -2.840
H 0.686 -3.249 -1.264
H 3.817 -3.771 0.176
H 3.149 -2.603 1.342
H 4.654 -2.251 0.515
H -3.545 -0.802 3.045
H -3.414 -1.935 1.717
H -4.999 -1.261 2.148
H -3.541 2.223 2.688
H -5.174 1.568 2.515
H -4.569 2.774 1.369
H -4.378 -0.168 -1.394
H -5.097 1.354 -0.897
H -5.771 -0.161 -0.291
H -1.191 -0.339 -1.951
H -0.824 -0.327 -4.405
H -0.161 1.771 -5.540
H 0.179 3.831 -4.212
H -0.160 3.798 -1.773
H -2.993 3.356 -1.188
H -4.022 5.500 -0.537
H -3.316 6.631 1.547
H -1.559 5.614 2.962
H -0.486 3.472 2.255
H 1.856 1.025 3.099
H 3.648 0.781 4.809
H 5.997 0.464 4.096
H 6.548 0.384 1.682
H 4.755 0.599 0.003
H 2.419 0.749 -2.699
H 3.364 2.402 -4.288
H 3.996 4.656 -3.484
H 3.666 5.248 -1.102
H 2.727 3.579 0.467
C -3.766 -3.077 -1.231
N -2.915 -4.049 -0.573
C -3.640 -5.078 0.160
C -1.699 -3.599 -0.069
N -1.281 -2.406 -0.008
N -0.887 -4.689 0.315
C 0.280 -4.574 1.069
N 1.158 -5.626 0.859
N 0.459 -3.575 1.822
H -4.394 -3.589 -1.962
H -3.156 -2.351 -1.763
H -4.410 -2.536 -0.529
H -4.561 -5.289 -0.382
H -3.903 -4.754 1.173
H -3.075 -6.004 0.233
H -1.979 -1.698 -0.221
H -0.904 -5.447 -0.348
H 0.817 -6.494 0.486
H 1.919 -5.702 1.510
H 1.363 -3.590 2.286
C -0.253 -1.134 3.726
H -0.939 -1.952 3.959
H -0.596 -0.226 4.228
H 0.732 -1.396 4.125
```



(4)
Computed, not measured: C36H52F4N2PPm as an isolated structure in a non-equilibrium geometry, with wB97M-V/def2-TZVPD.

Values from the calculation:
E_tot = -2861.53238 Eh
energy above the lowest of the compared OMol25 structures with the same formula, charge and spin = 0.0 kJ/mol
2S+1 = 5
<S²> = 6.0057
highest occupied orbital energy (spin up / spin down) = -7.67 / -7.67 eV
Kohn-Sham gap (spin up / spin down) = 7.90 / 7.91 eV

Geometry as XYZ:
```
96
C36H52F4N2PPm (wB97M-V/def2-TZVPD)
Pm 1.065 1.746 -0.316
C 1.705 0.272 2.687
N 2.438 0.636 1.480
C 2.959 -0.541 0.755
C 3.497 1.612 1.793
C 4.148 2.200 0.566
C 5.455 2.654 0.687
C 6.076 3.301 -0.385
C 5.339 3.480 -1.539
C 4.045 3.002 -1.646
C 3.405 2.350 -0.597
H 2.385 -0.163 3.438
H 0.938 -0.466 2.453
H 1.207 1.151 3.092
H 3.687 -1.104 1.363
H 3.444 -0.189 -0.145
H 2.151 -1.221 0.508
H 4.271 1.131 2.432
H 3.058 2.391 2.420
H 5.985 2.489 1.622
H 7.077 3.638 -0.264
H 5.822 3.955 -2.382
H 3.503 3.168 -2.575
F 1.118 -1.225 -5.407
C 1.065 0.036 -4.919
C 2.304 0.776 -4.996
C 2.333 2.049 -4.600
C 1.144 2.721 -4.059
C 1.188 3.993 -3.674
C -0.166 1.913 -3.889
C -0.117 0.545 -4.549
H 3.159 0.259 -5.421
H 3.239 2.613 -4.693
H 0.328 4.507 -3.256
H 2.103 4.562 -3.736
H -0.963 2.494 -4.382
H -1.052 -0.004 -4.652
C -1.327 -4.044 3.977
C -0.449 -4.344 2.730
C 0.029 -3.071 2.000
C -1.119 -2.041 2.029
C -1.373 -1.550 3.470
C -1.021 -2.657 4.504
P -0.954 -0.693 0.731
C -2.394 0.415 0.966
C -2.222 1.395 2.124
C -3.258 2.532 2.024
C -4.477 2.159 1.167
C -4.896 0.717 1.459
C -3.787 -0.266 1.050
C -1.290 -1.526 -0.904
C -2.390 -2.650 -0.970
C -1.753 -4.013 -1.103
C -0.923 -4.146 -2.413
C -0.243 -2.813 -2.788
C 0.044 -1.959 -1.564
H -1.148 -4.797 4.754
H -2.388 -4.095 3.727
H -1.010 -4.984 2.040
H 0.413 -4.959 2.994
H 0.315 -3.342 0.974
H 0.920 -2.673 2.489
H -2.007 -2.601 1.690
H -2.423 -1.277 3.559
H -0.813 -0.637 3.716
H -1.536 -2.464 5.456
H 0.042 -2.583 4.705
H -2.337 0.994 0.035
H -1.196 1.799 2.187
H -2.362 0.878 3.051
H -2.804 3.426 1.637
H -3.578 2.747 3.047
H -4.236 2.217 0.093
H -5.314 2.843 1.304
H -5.818 0.471 0.958
H -5.091 0.620 2.531
H -4.005 -0.690 0.058
H -3.762 -1.142 1.704
H -1.634 -0.671 -1.495
H -3.037 -2.432 -1.823
H -3.040 -2.651 -0.089
H -2.494 -4.819 -1.036
H -1.070 -4.183 -0.265
H -1.592 -4.429 -3.223
H -0.215 -4.955 -2.306
H -0.882 -2.228 -3.485
H 0.655 -2.985 -3.360
H 0.637 -1.055 -1.823
H 0.655 -2.531 -0.871
N -1.683 1.799 -2.010
C -0.468 1.680 -2.387
H -2.333 1.989 -2.777
F -0.810 3.521 0.207
C 0.078 4.342 0.822
F 1.008 4.488 -0.154
F 0.824 3.194 1.662
```



(5)
Computed, not measured: a 8-piece molecular cluster, C36H52F4O4 overall in a non-equilibrium geometry, with wB97M-V/def2-TZVPD.

Values from the calculation:
structure (SMILES) = Fc1ccccc1.Fc1ccccc1.Fc1ccccc1.Fc1ccccc1.CC(C)O.CC(C)O.CC(C)O.CC(C)O
E_tot = -2103.27443 Eh
energy above the lowest of the compared OMol25 structures with the same formula, charge and spin = 24.5 kJ/mol
highest occupied orbital energy = -8.93 eV
Kohn-Sham gap = 9.41 eV

Geometry as XYZ:
```
96
C36H52F4O4 (wB97M-V/def2-TZVPD)
F 0.771 0.464 2.521
C 0.540 0.665 1.191
C -0.770 0.772 0.821
C -0.996 1.101 -0.494
C 0.038 1.158 -1.444
C 1.324 0.779 -1.072
C 1.570 0.533 0.283
H -1.556 0.921 1.578
H -1.987 1.428 -0.780
H -0.199 1.388 -2.454
H 2.165 0.631 -1.716
H 2.496 0.242 0.754
F -0.331 1.784 -6.404
C 0.636 1.140 -5.698
C 1.885 1.705 -5.704
C 2.916 1.052 -5.009
C 2.626 -0.084 -4.298
C 1.356 -0.654 -4.353
C 0.348 -0.037 -5.062
H 2.107 2.604 -6.232
H 3.950 1.332 -4.856
H 3.377 -0.604 -3.728
H 1.209 -1.582 -3.786
H -0.673 -0.410 -5.057
F -2.897 -1.113 3.019
C -2.350 -2.307 2.917
C -1.100 -2.554 3.420
C -0.617 -3.842 3.336
C -1.400 -4.935 2.809
C -2.725 -4.699 2.425
C -3.218 -3.357 2.482
H -0.580 -1.728 3.804
H 0.344 -4.084 3.889
H -1.093 -5.976 2.928
H -3.353 -5.541 2.100
H -4.248 -3.199 2.204
F 5.581 2.124 -2.941
C 5.323 1.956 -1.628
C 4.776 2.985 -0.965
C 4.687 2.889 0.427
C 4.871 1.630 1.040
C 5.354 0.592 0.280
C 5.499 0.691 -1.062
H 4.429 3.860 -1.443
H 4.350 3.826 0.858
H 4.728 1.460 2.099
H 5.545 -0.380 0.751
H 5.859 -0.174 -1.651
C -0.634 -5.772 -0.766
C -0.373 -4.817 -1.895
C -0.165 -3.379 -1.374
O 0.747 -5.364 -2.688
H -1.475 -5.379 -0.198
H 0.218 -5.844 -0.114
H -0.826 -6.786 -1.116
H -1.311 -4.724 -2.451
H -1.152 -2.993 -1.146
H 0.209 -2.816 -2.193
H 0.443 -3.284 -0.477
H 0.794 -4.834 -3.484
C -6.741 2.064 1.445
C -5.214 2.025 1.534
C -4.823 1.883 3.036
O -4.819 0.911 0.818
H -7.249 1.245 1.941
H -7.073 1.989 0.415
H -7.175 2.999 1.894
H -4.680 2.886 1.127
H -5.271 0.931 3.385
H -5.277 2.829 3.506
H -3.767 1.929 3.174
H -4.924 1.066 -0.142
C -4.529 3.474 -2.290
C -4.742 2.229 -3.092
C -3.658 2.001 -4.132
O -4.822 1.171 -2.159
H -5.227 3.554 -1.500
H -4.710 4.314 -2.982
H -3.563 3.527 -1.944
H -5.712 2.308 -3.610
H -3.680 1.003 -4.550
H -2.744 2.227 -3.628
H -3.849 2.689 -4.978
H -4.144 0.521 -2.266
C 5.920 1.443 5.984
C 5.256 0.377 5.114
C 3.736 0.718 4.908
O 5.907 0.138 3.851
H 5.379 1.511 6.876
H 5.874 2.424 5.445
H 6.985 1.292 6.159
H 5.265 -0.546 5.745
H 3.294 0.668 5.931
H 3.312 -0.062 4.237
H 3.564 1.759 4.584
H 6.861 0.039 3.965
```